Formula: C8H11F15HfO18S5
Source: OMol25
Level of theory: ωB97M-V/def2-TZVPD

For the largest force on an atom, the calculation gives 5.1 eV/A. The lowest unoccupied orbital energy is 3.56 eV.

Geometry as ORCA input:
```
! wB97M-V def2-TZVPD RIJCOSX def2/J DEFGRID3
* xyz -2 1
Hf 0.22773 0.37864 -0.02724
C -1.63489 0.56624 4.71353
F -0.47811 0.55595 5.42381
F -1.80772 -0.67228 4.33560
F -2.70303 0.89492 5.55235
S -1.59491 1.85320 3.17430
O -2.94922 2.07806 2.62327
O -0.90362 3.06488 3.60274
O -0.70658 1.29506 2.08710
C 1.01787 5.03846 0.28188
F 0.75351 6.35352 0.38025
F 1.77043 4.81632 -0.76153
F 1.60011 4.69784 1.48493
S -0.59301 4.08742 -0.17679
O -0.78490 4.41847 -1.63462
O -0.26628 2.66651 -0.04851
O -1.65327 4.51443 0.67844
C 3.21759 -0.47151 -3.60516
F 4.38765 -0.82477 -4.19071
F 3.03495 0.86989 -3.96120
F 2.17577 -1.13862 -4.04685
S 3.51525 -0.61398 -1.77911
O 2.20237 -0.32849 -1.14346
O 4.00977 -2.03835 -1.50335
O 4.49353 0.42493 -1.56797
C -3.88519 0.22309 -2.21962
F -5.14080 0.15232 -2.60551
F -3.29406 -0.95508 -2.31608
F -3.29400 1.07685 -3.12906
S -3.57034 1.02930 -0.39760
O -2.09637 0.89924 -0.18763
O -4.09429 2.39528 -0.32117
O -4.31915 0.15847 0.52864
C 1.52135 -2.32556 4.05541
F 1.76037 -1.18514 4.62378
F 2.14225 -3.35192 4.72875
F 0.19135 -2.35916 3.95482
S 2.16273 -2.17554 2.18853
O 1.27774 -1.11504 1.52019
O 3.57081 -1.80154 2.14088
O 1.86536 -3.43395 1.54068
C 0.57849 -3.52108 -2.19920
C -0.68544 -2.75468 -1.90579
C -1.77059 -3.75535 -1.44007
O -0.55181 -1.68723 -0.95468
H 0.95730 -3.96585 -1.27900
H 1.35876 -2.85033 -2.55889
H 0.51449 -4.35876 -2.89367
H -1.02377 -2.33957 -2.85518
H -2.74952 -3.28280 -1.35958
H -1.59309 -4.04440 -0.40419
H -1.85879 -4.68403 -2.00389
O -0.45024 0.87694 -2.26001
H -0.49636 0.13327 -2.86091
H -0.62811 1.64053 -2.80911
O 2.12338 1.45702 1.07706
H 2.37435 1.35745 1.99539
H 2.77221 2.06050 0.71504
*
```

Mulliken population analysis, charges in e, atoms 1 to 4:
1 Hf 2.703
2 C 0.529
3 F -0.236
4 F -0.197

Formula: C8H11F2N
Source: OMol25
Level of theory: ωB97M-V/def2-TZVPD

For the largest force on an atom, the calculation gives 4.4 eV/A. As for the energy relative to the best compared isomer or geometry (same formula, charge and spin): 57.14 kJ/mol. The lowest unoccupied orbital energy is 0.43 eV. The SMILES is CN(C)[C@H]1C=CC=CC1(F)F.

Geometry as ORCA input:
```
! wB97M-V def2-TZVPD RIJCOSX def2/J DEFGRID3
* xyz 0 1
C 1.14927 -2.04817 0.36334
C 2.24858 -1.29775 -0.29174
C 0.11244 -1.41175 0.90674
C 2.34741 0.01905 -0.16474
C -0.08193 0.05789 0.78227
C 1.21736 0.84297 0.29998
C -1.86605 1.68657 0.26408
C -1.60620 -0.20563 -1.24617
N -1.28033 0.32855 0.05357
F 0.81182 1.54688 -0.87124
F 1.70678 1.84548 1.06987
H 1.14221 -3.21490 0.36565
H 3.15272 -1.74175 -0.59157
H -0.51663 -2.01767 1.51564
H 3.28630 0.60145 -0.45483
H -0.42033 0.40986 1.74177
H -1.20086 2.17425 0.87316
H -2.22740 2.16063 -0.66336
H -2.85294 1.50357 0.78832
H -2.67664 -0.37803 -1.21762
H -1.41184 0.35631 -2.11780
H -1.03373 -1.21782 -1.40532
*
```

Mulliken population analysis, charges in e, atoms 1 to 4:
1 C -0.152
2 C -0.445
3 C -0.825
4 C -0.919

Formula: C8H11INP
Source: OMol25
Level of theory: ωB97M-V/def2-TZVPD

For the largest force on an atom, the calculation gives 4.6 eV/A. As for the energy relative to the best compared isomer or geometry (same formula, charge and spin): 250.29 kJ/mol. The lowest unoccupied orbital energy (alpha / beta) is -3.12 / -3.12 eV.

Geometry as ORCA input:
```
! wB97M-V def2-TZVPD RIJCOSX def2/J DEFGRID3
* xyz 0 1
C 0.96388 -3.14301 0.06854
C -0.17311 -2.58691 -0.53249
C 2.16243 -2.43746 0.20045
C -0.12611 -1.24774 -0.75399
C 2.16493 -1.06414 0.10354
C 0.98285 -0.50285 -0.32305
C -1.22518 1.31321 0.76008
C -0.35634 3.43485 -0.21300
N -0.14884 1.99612 -0.03401
P 1.21545 1.27325 -0.69232
I -4.95958 -0.04911 0.09086
H 0.81276 -4.22638 0.23887
H -0.97022 -3.16043 -0.73844
H 3.14968 -2.78204 0.54039
H -0.88291 -0.82251 -1.22129
H 3.12606 -0.58144 0.30264
H -0.88845 0.88159 1.70531
H -2.07945 1.96256 0.99243
H -1.57906 0.53598 0.20743
H 0.24343 3.91580 0.60631
H -0.05692 3.65462 -1.13365
H -1.37530 3.63603 -0.17460
*
```

Mulliken population analysis, charges in e, atoms 1 to 4:
1 C -0.422
2 C -0.562
3 C -0.475
4 C -0.514

Formula: C8H11N
Source: OMol25
Level of theory: ωB97M-V/def2-TZVPD

For the largest force on an atom, the calculation gives 5.7 eV/A. As for the energy relative to the best compared isomer or geometry (same formula, charge and spin): 246.81 kJ/mol. The lowest unoccupied orbital energy is 0.81 eV.

Geometry as ORCA input:
```
! wB97M-V def2-TZVPD RIJCOSX def2/J DEFGRID3
* xyz 0 1
C -1.95490 0.58671 -1.25110
C 1.17208 1.07163 -1.74984
N -1.17603 0.50547 1.12392
C -0.84986 0.39424 -0.26321
C -0.37346 -0.59934 1.32453
C 0.52197 0.50884 -0.53334
C 1.12359 -0.17439 0.54054
C -0.47252 -1.56781 2.23779
C 2.29118 -0.75757 0.80033
H -2.15332 0.43390 1.38229
H -2.09246 1.64933 -1.47870
H -2.90474 0.20925 -0.86443
H -1.73893 0.06762 -2.18724
H 2.21543 0.76478 -1.83448
H 0.67407 0.71614 -2.65781
H 1.13199 2.16584 -1.73843
H 0.32135 -2.28813 2.38757
H -1.26700 -1.57366 2.97620
H 3.01904 -0.92790 0.01486
H 2.51250 -1.18494 1.77054
*
```

Mulliken population analysis, charges in e, atoms 1 to 4:
1 C -1.406
2 C -1.383
3 N -0.351
4 C 0.705

Formula: C8H11N2O
Source: OMol25
Level of theory: ωB97M-V/def2-TZVPD

For the largest force on an atom, the calculation gives 5.8 eV/A. As for the energy relative to the best compared isomer or geometry (same formula, charge and spin): 0.00 kJ/mol. The lowest unoccupied orbital energy is 3.91 eV. The SMILES is CC(C)/N=c1/ccccn1[O-].

Geometry as ORCA input:
```
! wB97M-V def2-TZVPD RIJCOSX def2/J DEFGRID3
* xyz -1 1
C 3.42493 1.17434 0.08080
C 2.07154 1.31603 0.14943
C 3.92203 -0.16081 -0.11507
C 3.01385 -1.18861 -0.12740
C 1.18465 0.24935 -0.01910
C -2.02369 -0.26444 1.25985
C -2.12142 0.04834 -1.33928
C -1.25016 -0.27249 -0.10307
N -0.15304 0.58899 -0.16820
N 1.69041 -0.99998 0.05659
O 0.93731 -2.08933 0.39500
H 4.13445 2.03928 0.14514
H 1.56446 2.28411 0.36510
H 4.92805 -0.32028 -0.43233
H 3.23330 -2.16591 -0.27493
H -2.48040 0.78996 1.39896
H -2.80724 -1.05629 1.21554
H -1.29383 -0.31920 2.07178
H -1.32274 0.31026 -1.98196
H -2.82315 0.91812 -1.22122
H -2.57998 -0.93684 -1.74842
H -0.98295 -1.38847 -0.13882
*
```

Mulliken population analysis, charges in e, atoms 1 to 4:
1 C -0.238
2 C -0.390
3 C -0.626
4 C -0.463

Formula: C8H11N2O
Source: OMol25
Level of theory: ωB97M-V/def2-TZVPD

For the largest force on an atom, the calculation gives 5.5 eV/A. As for the energy relative to the best compared isomer or geometry (same formula, charge and spin): 239.62 kJ/mol. The lowest unoccupied orbital energy is -4.21 eV. The SMILES is c1cc[n+]([C@H]2NCCO2)cc1.

Geometry as ORCA input:
```
! wB97M-V def2-TZVPD RIJCOSX def2/J DEFGRID3
* xyz 1 1
C 2.23375 -1.98696 1.49878
C 0.94737 -2.19776 1.97840
C 2.45113 -1.14648 0.39083
C -0.05251 -1.42864 1.36136
C 1.34820 -0.55800 -0.27686
C -1.45747 2.36353 -0.74234
C -1.48936 1.43219 -2.07222
C -0.98299 0.14808 -0.39268
N 0.13336 -0.72542 0.26953
N -1.17863 1.35967 0.31947
O -0.67227 0.29813 -1.67959
H 3.08094 -2.65049 1.92277
H 0.75545 -3.01445 2.77996
H 3.42868 -0.92827 -0.13769
H -1.09674 -1.47395 1.76348
H 1.50461 0.14027 -1.12063
H -0.54497 2.98752 -0.74415
H -2.28825 2.87746 -0.53614
H -2.53287 1.09947 -2.23781
H -1.16143 1.96874 -2.92405
H -1.98490 -0.32800 -0.32271
H -0.44108 1.76337 0.90230
*
```

Mulliken population analysis, charges in e, atoms 1 to 4:
1 C -0.023
2 C -0.687
3 C -0.559
4 C 0.334

Formula: C8H11N2O
Source: OMol25
Level of theory: ωB97M-V/def2-TZVPD

For the largest force on an atom, the calculation gives 4.7 eV/A. As for the energy relative to the best compared isomer or geometry (same formula, charge and spin): 652.04 kJ/mol. The lowest unoccupied orbital energy is -7.08 eV.

Geometry as ORCA input:
```
! wB97M-V def2-TZVPD RIJCOSX def2/J DEFGRID3
* xyz 1 1
C -0.54970 -0.59578 2.44410
C -2.09593 -0.72966 -0.39697
C -1.73951 -2.00640 0.01368
C -1.21475 0.41829 -0.24992
C 0.11095 -0.99000 1.26493
C 0.19216 0.11120 0.19454
C 0.74780 1.45181 0.70102
C 1.18848 -0.34938 -0.84742
N -1.13009 -0.16960 3.32576
N -0.67008 -2.22972 0.76380
O -0.34483 -3.29699 1.17482
H -3.05039 -0.72730 -0.84871
H -2.43249 -2.88893 -0.26176
H -1.29416 1.09665 -1.26184
H -1.63447 1.17228 0.39818
H 1.43661 -1.19729 1.63270
H 1.79139 1.39092 1.06691
H 0.34298 1.90841 1.62267
H 0.63039 2.23411 -0.14776
H 2.19183 -0.18918 -0.27268
H 1.15812 0.18670 -1.83385
H 1.03180 -1.43668 -1.10631
*
```

Mulliken population analysis, charges in e, atoms 1 to 4:
1 C -0.105
2 C -0.279
3 C -0.223
4 C -1.058

Formula: C8H11N2O2
Source: OMol25
Level of theory: ωB97M-V/def2-TZVPD

For the largest force on an atom, the calculation gives 6.1 eV/A. As for the energy relative to the best compared isomer or geometry (same formula, charge and spin): 363.33 kJ/mol. The lowest unoccupied orbital energy is -5.52 eV. The SMILES is CC(=O)c1[nH+]cc(C)n1C(C)=O.

Geometry as ORCA input:
```
! wB97M-V def2-TZVPD RIJCOSX def2/J DEFGRID3
* xyz 1 1
C 2.08794 0.49579 0.21883
C 1.11160 1.49712 0.05187
C 0.20872 -0.81941 0.17445
C -0.75134 -1.82849 0.65997
C -1.30594 1.47981 -0.45847
C 1.40424 2.88302 -0.03841
C -0.22924 -3.27263 0.45022
C -2.22989 0.35114 -0.93534
N -0.06482 0.93307 0.05781
N 1.54824 -0.71490 0.32400
O -1.77634 -1.64371 1.23177
O -1.60184 2.62125 -0.42200
H 3.12241 0.52192 0.13173
H 1.84223 3.13618 0.89678
H 2.05750 3.17603 -0.70267
H 0.43755 3.39201 -0.21123
H -0.16880 -3.63140 1.42022
H 0.57994 -3.53829 -0.12762
H -1.05645 -3.85501 0.01336
H -3.07594 0.89710 -1.41806
H -2.60724 -0.22761 -0.15682
H -1.77264 -0.35859 -1.59977
H 2.24010 -1.49442 0.43940
*
```

Mulliken population analysis, charges in e, atoms 1 to 4:
1 C -0.809
2 C 1.051
3 C 0.058
4 C 0.480

Which of these has the highest largest force on an atom? C8H11N2O2